Formula: C22H39BrO5Se2SiSn
Source: the OMol25 dataset
Level of theory: the ωB97M-V functional and the def2-TZVPD basis

XYZ file:
```
71
C22H39BrO5Se2SiSn the ωB97M-V functional and the def2-TZVPD basis
Sn 0.2661 0.1424 -0.0116
Br -0.6408 -4.0722 2.9315
Se 0.2085 2.9874 0.2436
Se 2.7941 -0.0644 0.0133
Si -2.7414 0.0137 -0.1860
O -0.2073 0.7344 2.3831
O 4.8001 4.3562 -0.7167
O 0.3626 -1.8837 1.0928
O 0.2438 -2.0836 -1.0970
O 4.1021 1.9901 2.5585
C 3.2084 2.9077 0.5357
C 3.6589 1.6863 -0.2701
C -2.3012 1.8566 -2.3131
C -2.6534 -1.9233 -2.2818
C -3.2471 -1.6716 -0.8935
C 0.5771 -4.8067 -1.0157
C 0.2635 -4.1055 0.1497
C -0.1506 -6.2294 1.2351
C 0.3094 0.0766 3.5493
C 0.3009 -2.6002 0.0455
C -4.7858 -1.7503 -0.9645
C 2.0337 3.6174 -0.1430
C -4.6749 1.3902 -1.6775
C 4.3945 3.8966 0.5708
C -3.0863 0.0728 1.6390
C -3.2668 2.7687 -0.1752
C 0.1722 -6.8999 0.0672
C -3.2458 1.5752 -1.1384
C -0.1085 -4.8426 1.2816
C -2.7963 -2.7616 0.0845
C 0.5346 -6.1877 -1.0649
C 2.9151 2.5379 1.9830
H 4.0918 4.7874 1.1218
H 4.6896 1.4372 -0.0158
H -1.3090 2.1376 -1.9584
H -2.4774 -0.6684 2.1573
H 2.1051 1.8110 2.0002
H -5.2507 -1.5087 -0.0022
H 2.1443 3.5568 -1.2205
H 5.1401 3.6115 -1.2211
H 0.7774 -6.7064 -1.9832
H -2.9975 -1.1832 -3.0100
H -2.2978 2.9537 0.2760
H 1.3076 0.4412 3.8010
H 0.3681 -0.9838 3.3140
H 2.0231 4.6717 0.1316
H -3.3183 -2.6871 1.0419
H -3.0116 -3.7474 -0.3433
H 3.8746 1.5382 3.3741
H -0.4426 -6.7808 2.1177
H -2.2088 0.9960 -2.9822
H -0.1322 1.7005 2.4527
H -4.0053 2.6329 0.6208
H 2.5829 3.4311 2.5266
H -2.9690 -2.9118 -2.6355
H -4.1426 -0.1379 1.8435
H -1.5637 -1.9122 -2.2572
H -5.0684 -2.7781 -1.2197
H -1.7339 -2.7115 0.2808
H -5.2073 -1.0936 -1.7218
H -3.5373 3.6721 -0.7337
H -2.8409 1.0533 2.0430
H 3.5878 1.8843 -1.3362
H 0.1250 -7.9814 0.0407
H -4.7112 0.6604 -2.4879
H 5.2278 3.4331 1.1025
H -2.6927 2.6988 -2.8966
H -5.3792 1.0842 -0.8976
H 0.8536 -4.2274 -1.8861
H -0.3580 0.2245 4.3998
H -5.0211 2.3485 -2.0809
```

Values from the calculation:
Relative energy (zero: lowest compared OMol25 entry of this formula, charge and spin) ... 42.46 kcal per mole
E ... -248129.524 eV
Molecular weight ... 768.17 g mol⁻¹
Gap between HOMO and LUMO ... 7.0 eV
Total charge ... 0
HOMO ... -7.55 eV
F_max ... 1.7 eV/A
Spin multiplicity ... 1

***

Formula: C4H5NO
Source: the OMol25 dataset
Level of theory: the ωB97M-V functional and the def2-TZVPD basis

XYZ file:
```
11
C4H5NO the ωB97M-V functional and the def2-TZVPD basis
O 1.1246 -0.5492 1.6748
N -2.1141 -0.1527 -1.4005
C -1.4669 -0.7327 -0.6356
C -0.9609 -0.1993 0.6560
C 1.2563 0.3414 -0.5564
C 0.5488 -0.1746 0.6842
H -1.3302 0.8408 0.6999
H -1.3947 -0.7637 1.4727
H 2.2916 0.5653 -0.2971
H 0.7716 1.2286 -0.9814
H 1.2458 -0.4236 -1.3436
```

Values from the calculation:
Relative energy (zero: lowest compared OMol25 entry of this formula, charge and spin) ... 34.15 kcal per mole
E ... -7765.046 eV
Molecular weight ... 83.09 g mol⁻¹
Gap between HOMO and LUMO ... 10.2 eV
Total charge ... 0
HOMO ... -10.24 eV
F_max ... 2.7 eV/A
Spin multiplicity ... 1